1.
A molecular structure, C32H30Cl2N8O2PbS2, computed with ωB97M-V with the def2-TZVPD basis set.

## Properties
electronic energy = -101649.24051 eV
expectation value of S² = 0.778
charge = -1
multiplicity = 2

Geometry (Å):
Pb 0.1178 0.9392 0.5004
C -0.5198 1.9864 4.9413
C -0.1732 0.8622 5.7027
C 0.3703 -0.2128 5.0649
C 0.5863 -0.2023 3.6571
N 0.2133 0.8957 2.9388
C -0.3124 1.9330 3.5841
N 1.1385 -1.3096 3.1797
C 1.6054 -1.5770 1.9807
N 1.7054 -0.7843 0.8738
C 2.3997 -1.4460 -0.0834
N 2.7527 -1.0918 -1.3176
C 2.5883 0.0888 -1.9029
C 3.0947 0.1980 -3.2347
C 3.0029 1.3762 -3.9184
C 2.4050 2.4778 -3.2891
C 1.9049 2.2953 -2.0153
N 1.9614 1.1584 -1.3427
C 2.7265 -2.7707 0.3884
C 3.3658 -3.8476 -0.2079
C 3.4867 -5.0150 0.5167
C 2.9805 -5.1096 1.8166
C 2.3438 -4.0430 2.4228
C 2.2166 -2.8622 1.7050
H -0.9407 2.8687 5.4002
H -0.3292 0.8559 6.7750
H 0.6594 -1.1115 5.5874
H -0.5873 2.7697 2.9574
H 3.5535 -0.6764 -3.6714
H 3.3807 1.4627 -4.9325
H 2.3240 3.4342 -3.7809
H 1.4141 3.1139 -1.5049
H 3.7424 -3.7570 -1.2181
H 3.9773 -5.8746 0.0758
H 3.0837 -6.0474 2.3485
H 1.9404 -4.1233 3.4227
S -1.8713 2.2872 -1.1833
C -1.1645 3.6944 -0.5436
C -1.4641 4.9592 -1.0900
C -0.8417 6.0737 -0.5929
C 0.0702 5.9329 0.4579
C 0.2980 4.6620 0.9469
N -0.2946 3.5772 0.4735
H -2.1767 5.0080 -1.8981
H -1.0445 7.0513 -1.0104
H 0.5782 6.7878 0.8729
H 1.0033 4.4944 1.7540
C -2.7892 -2.1173 -2.8550
C -2.3965 -1.1863 -1.6774
N -0.9745 -0.9726 -1.6910
C -0.5760 -0.3158 -2.9048
C -0.9021 -1.2281 -4.1144
N -1.5401 -2.4604 -3.5839
C -0.6045 -3.1733 -2.6752
C -0.2767 -2.2147 -1.5040
H -3.4757 -1.6331 -3.5527
H -3.2414 -3.0464 -2.5022
H -2.6626 -1.6378 -0.7206
H -2.8936 -0.2198 -1.7441
H 0.4925 -0.1119 -2.8599
H -1.1068 0.6368 -2.9571
H 0.0007 -1.5113 -4.6594
H -1.6000 -0.7493 -4.8032
H -1.7697 -3.0736 -4.3678
H 0.2932 -3.4323 -3.2406
H -1.0870 -4.0888 -2.3291
H 0.7939 -2.0172 -1.4730
H -0.5736 -2.6319 -0.5396
S -2.0648 -2.0199 1.6370
C -1.7775 -0.4311 1.3492
Cl -3.6252 3.1183 2.5810
C -4.1334 1.6217 3.3589
Cl -5.7376 1.1447 2.7674
C -3.1748 0.4388 3.1125
O -2.9829 -0.3510 4.0018
O -2.6582 0.4894 1.9093
H -4.2275 1.7895 4.4335

2.
A molecular structure, C32H30Cl2N8O2PbS2, computed with ωB97M-V with the def2-TZVPD basis set.

## Properties
electronic energy = -101648.32281 eV
expectation value of S² = 0.780
charge = -1
multiplicity = 2

Geometry (Å):
Pb -0.1610 -0.2285 0.1032
C 0.9628 -2.5393 3.9772
C 2.1555 -3.2393 3.7041
C 2.6089 -3.3204 2.4230
C 1.8800 -2.7249 1.3466
N 0.7856 -1.9804 1.6497
C 0.3529 -1.9234 2.9197
N 2.3238 -2.9931 0.1091
C 1.6631 -2.7233 -1.0140
N 0.5435 -1.9766 -1.2279
C 0.0952 -2.1578 -2.5170
N -1.0175 -1.6957 -3.0975
C -2.0802 -1.2550 -2.4232
C -3.0902 -0.6302 -3.3007
C -4.2158 -0.0982 -2.8414
C -4.5248 -0.1578 -1.3950
C -3.5445 -0.9906 -0.5247
N -2.2769 -1.4184 -1.1206
C 1.0529 -2.9820 -3.2097
C 1.1219 -3.4360 -4.5295
C 2.1813 -4.2472 -4.8830
C 3.1585 -4.6219 -3.9376
C 3.0876 -4.1780 -2.6311
C 2.0305 -3.3441 -2.2761
H 0.5560 -2.4600 4.9757
H 2.7049 -3.7164 4.5077
H 3.5084 -3.8612 2.1626
H -0.5414 -1.3234 3.0751
H -2.8434 -0.6069 -4.3534
H -4.9178 0.3945 -3.5038
H -5.5795 -0.3609 -1.2106
H -4.0201 -1.8487 -0.0374
H 0.3657 -3.1412 -5.2458
H 2.2697 -4.6009 -5.9037
H 3.9709 -5.2711 -4.2427
H 3.8286 -4.4606 -1.8940
S 2.5737 0.9131 0.2587
C 2.9373 0.6526 1.9392
C 4.2501 0.2849 2.3276
C 4.5545 0.0967 3.6510
C 3.5556 0.2587 4.6144
C 2.3056 0.6203 4.1654
N 1.9865 0.8312 2.8827
H 4.9912 0.1566 1.5510
H 5.5613 -0.1779 3.9453
H 3.7439 0.0984 5.6676
H 1.4929 0.7535 4.8758
C -1.5165 4.8612 0.7553
C -0.9400 3.5540 0.1567
N -0.2126 2.8263 1.1846
C 0.9091 3.6063 1.6663
C 0.3815 4.9052 2.3348
N -1.1197 4.8971 2.2092
C -1.6889 3.7076 2.9356
C -1.0798 2.4412 2.2806
H -2.6048 4.8980 0.7187
H -1.1102 5.7604 0.2931
H -0.2620 3.7696 -0.6644
H -1.7338 2.9264 -0.2443
H 1.5631 3.8301 0.8257
H 1.4690 3.0006 2.3781
H 0.7368 5.8146 1.8510
H 0.6104 4.9569 3.3991
H -1.4913 5.7449 2.6278
H -2.7721 3.7568 2.8278
H -1.4260 3.8213 3.9868
H -1.8684 1.7875 1.9013
H -0.4793 1.8744 2.9943
S -4.0134 1.2920 -0.3432
C -3.1127 0.1023 0.4438
Cl 1.4706 3.4626 -3.0462
C 0.5695 1.9850 -3.5992
Cl 1.5138 0.5422 -3.2475
C -0.8375 1.9966 -2.9604
O -1.6750 2.6183 -3.6222
O -0.9748 1.4038 -1.8694
H 0.4785 2.0864 -4.6726